Record 1
50
Properties=species:S:1:pos:R:3:lowdin_charge:R:1 method="wB97M-V/def2-TZVPD" multiplicity=1 e_lumo_ev=0.6 total_charge=0 gap_ev=8.64
C -1.583 -3.605 1.585 -0.382
S -2.270 -1.947 1.846 0.918
C -2.729 -1.421 0.219 -0.472
C -2.535 -2.174 -0.928 -0.098
C -2.925 -1.676 -2.159 -0.093
C -3.530 -0.435 -2.253 -0.084
C -3.733 0.319 -1.111 -0.028
C -3.312 -0.149 0.125 -0.292
N -3.522 0.598 1.297 0.110
C -3.029 1.823 1.612 -0.471
O -3.296 2.355 2.667 0.070
C -2.124 2.469 0.571 -0.102
N -1.206 1.502 0.008 -0.179
C -0.192 1.090 0.962 -0.149
C 0.647 -0.042 0.360 -0.150
N 1.253 0.299 -0.913 -0.164
C 2.422 1.157 -0.796 -0.158
C 3.554 0.417 -0.133 -0.227
C 3.857 -0.879 -0.531 -0.042
C 4.899 -1.569 0.061 -0.084
C 5.656 -0.968 1.054 -0.098
C 5.361 0.323 1.455 -0.089
C 4.313 1.010 0.866 -0.046
C 0.231 0.790 -1.813 -0.158
C -0.594 1.944 -1.230 -0.162
H -2.334 -4.257 1.150 0.039
H -1.313 -3.963 2.574 0.032
H -0.695 -3.548 0.961 0.036
H -2.074 -3.148 -0.878 0.093
H -2.760 -2.269 -3.046 0.104
H -3.850 -0.058 -3.212 0.103
H -4.223 1.278 -1.168 0.118
H -3.953 0.105 2.072 0.135
H -1.613 3.315 1.062 0.137
H -2.747 2.875 -0.230 0.124
H -0.687 0.731 1.866 0.113
H 0.459 1.937 1.247 0.126
H 1.432 -0.337 1.059 0.127
H -0.007 -0.899 0.181 0.100
H 2.228 2.093 -0.248 0.112
H 2.728 1.427 -1.813 0.132
H 3.258 -1.338 -1.302 0.113
H 5.126 -2.577 -0.255 0.100
H 6.472 -1.506 1.515 0.099
H 5.945 0.796 2.231 0.100
H 4.085 2.017 1.187 0.109
H 0.697 1.099 -2.751 0.120
H -0.449 -0.043 -2.016 0.113
H -1.385 2.211 -1.935 0.119
H 0.048 2.831 -1.079 0.124

Record 2
56
Properties=species:S:1:pos:R:3:lowdin_charge:R:1 method="wB97M-V/def2-TZVPD" multiplicity=1 e_lumo_ev=0.4 total_charge=0 gap_ev=7.98
C -0.379 -3.798 -3.337 -0.030
C -0.071 -3.076 -2.024 -0.441
C 1.002 -3.815 -1.229 -0.032
O 0.440 -1.776 -2.267 -0.026
C -0.406 -0.734 -2.451 -0.262
C -1.788 -0.816 -2.593 -0.017
C -2.530 0.329 -2.831 -0.064
C -1.922 1.564 -2.934 -0.036
C -0.546 1.659 -2.756 -0.165
C 0.139 2.979 -2.878 -0.441
O 0.025 3.706 -3.844 0.079
N 0.972 3.306 -1.850 0.135
C 1.060 2.695 -0.589 -0.260
C -0.077 2.291 0.101 0.004
C 0.024 1.684 1.337 -0.017
C 1.269 1.465 1.922 -0.230
N 1.458 0.866 3.181 -0.106
C 0.351 0.764 4.111 -0.133
C -0.252 -0.661 4.155 -0.165
N 0.032 -1.405 2.951 -0.237
S -1.109 -1.392 1.742 0.610
C -1.651 -3.120 1.779 -0.107
O -0.498 -1.156 0.469 -0.274
O -2.221 -0.583 2.147 -0.291
C 1.427 -1.503 2.570 -0.159
C 2.242 -0.349 3.185 -0.137
C 2.405 1.912 1.242 -0.016
C 2.305 2.519 0.009 -0.017
C 0.204 0.519 -2.525 0.058
H -1.101 -3.237 -3.926 0.073
H -0.780 -4.788 -3.136 0.082
H 0.533 -3.896 -3.921 0.086
H -0.975 -3.000 -1.406 0.121
H 0.671 -4.823 -0.991 0.083
H 1.919 -3.868 -1.810 0.086
H 1.204 -3.271 -0.310 0.060
H -2.302 -1.762 -2.526 0.106
H -3.601 0.247 -2.948 0.106
H -2.498 2.455 -3.136 0.118
H 1.574 4.103 -2.018 0.158
H -1.051 2.441 -0.336 0.124
H -0.884 1.362 1.819 0.089
H 0.736 1.017 5.108 0.121
H -0.408 1.499 3.850 0.118
H -1.336 -0.616 4.247 0.111
H 0.154 -1.225 5.002 0.123
H -0.805 -3.743 1.520 0.056
H -2.006 -3.333 2.778 0.063
H -2.450 -3.238 1.059 0.064
H 1.459 -1.438 1.480 0.104
H 1.828 -2.474 2.889 0.123
H 2.504 -0.576 4.223 0.125
H 3.161 -0.211 2.618 0.116
H 3.377 1.790 1.695 0.112
H 3.196 2.858 -0.501 0.113
H 1.274 0.571 -2.404 0.138

Record 3
117
Properties=species:S:1:pos:R:3:lowdin_charge:R:1 method="wB97M-V/def2-TZVPD" multiplicity=1 e_lumo_ev=-1.0 total_charge=0 gap_ev=6.94
C -1.442 -4.485 -1.565 -0.112
C -1.429 -5.935 -1.076 -0.245
C -1.585 -6.019 0.457 -0.217
C -0.513 -6.847 1.155 -0.204
C 0.918 -6.277 0.966 -0.191
C 1.599 -5.804 2.258 -0.176
C 2.127 -4.360 2.262 -0.174
C 1.105 -3.312 1.796 -0.126
C 1.633 -2.122 1.019 -0.121
C 1.208 -0.853 1.429 0.059
C 1.603 0.275 0.731 -0.087
C 2.425 0.176 -0.372 -0.065
C 2.888 -1.060 -0.801 0.085
C 2.483 -2.207 -0.110 -0.087
C 2.969 -3.539 -0.614 -0.084
O 3.312 -3.458 -2.017 0.047
C 2.921 -4.517 -2.738 -0.724
F 3.385 -5.676 -2.245 0.169
F 3.386 -4.376 -3.977 0.176
F 1.586 -4.634 -2.802 0.165
C 2.650 1.559 -0.896 -0.359
O 3.439 1.965 -1.678 0.166
N 1.702 2.439 -0.210 0.165
C 1.259 1.699 0.942 -0.371
O 0.710 2.177 1.891 0.103
H -2.260 -3.921 -1.120 0.072
H -1.511 -4.415 -2.648 0.072
H -0.511 -3.994 -1.274 0.050
H -2.213 -6.486 -1.592 0.104
H -0.463 -6.362 -1.344 0.096
H -1.579 -5.000 0.851 0.094
H -2.572 -6.416 0.697 0.107
H -0.747 -6.838 2.219 0.097
H -0.515 -7.860 0.755 0.097
H 1.524 -7.026 0.459 0.112
H 0.830 -5.457 0.252 0.062
H 0.890 -5.886 3.084 0.105
H 2.413 -6.484 2.507 0.111
H 3.074 -4.296 1.734 0.092
H 2.364 -4.132 3.301 0.115
H 0.295 -3.755 1.216 0.100
H 0.640 -2.900 2.689 0.114
H 0.556 -0.765 2.289 0.127
H 3.537 -1.123 -1.659 0.111
H 3.873 -3.846 -0.092 0.142
H 2.236 -4.327 -0.474 0.104
H 0.877 2.515 -0.808 0.158
C 2.242 -10.357 2.624 -0.111
C 2.172 -10.020 4.003 -0.113
C 0.872 -9.691 4.277 -0.143
N 0.156 -9.813 3.117 0.004
C 0.982 -10.221 2.106 -0.153
H 3.117 -10.665 2.076 0.089
H 2.983 -10.022 4.712 0.089
H 0.397 -9.382 5.192 0.104
H -0.826 -9.629 3.023 0.140
H 0.605 -10.378 1.110 0.105
C -4.576 1.746 0.397 -0.102
C -3.412 2.494 0.726 -0.117
C -2.475 1.611 1.196 -0.130
N -3.031 0.361 1.166 0.008
C -4.309 0.434 0.681 -0.137
H -5.501 2.130 0.001 0.094
H -3.279 3.559 0.632 0.079
H -1.469 1.772 1.545 0.080
H -2.573 -0.482 1.459 0.138
H -4.916 -0.449 0.579 0.106
C 0.199 6.744 4.021 -0.121
C -1.176 6.412 4.153 -0.109
C -1.357 5.195 3.546 -0.145
N -0.151 4.783 3.055 0.013
C 0.802 5.719 3.339 -0.137
H 0.686 7.634 4.382 0.072
H -1.940 6.996 4.637 0.088
H -2.240 4.590 3.425 0.100
H 0.011 3.922 2.555 0.090
H 1.825 5.578 3.033 0.107
C 1.954 9.149 6.742 -0.115
C 2.272 9.829 7.950 -0.115
C 2.617 8.880 8.874 -0.148
N 2.520 7.655 8.271 -0.001
C 2.118 7.809 6.972 -0.142
H 1.642 9.594 5.813 0.085
H 2.248 10.892 8.120 0.088
H 2.921 8.971 9.902 0.103
H 2.711 6.777 8.714 0.141
H 1.983 6.958 6.327 0.094
C -3.276 5.976 -3.657 -0.112
C -2.909 6.574 -2.421 -0.108
C -2.612 5.560 -1.549 -0.147
N -2.786 4.374 -2.209 0.004
C -3.187 4.619 -3.494 -0.149
H -3.568 6.482 -4.562 0.086
H -2.867 7.626 -2.198 0.090
H -2.291 5.584 -0.520 0.100
H -2.644 3.465 -1.807 0.121
H -3.374 3.810 -4.179 0.097
C -4.967 5.861 -8.708 -0.113
C -4.413 4.953 -7.766 -0.111
C -5.302 4.847 -6.730 -0.152
N -6.369 5.656 -7.009 0.004
C -6.174 6.277 -8.213 -0.145
H -4.529 6.174 -9.641 0.088
H -3.469 4.438 -7.840 0.090
H -5.269 4.270 -5.822 0.096
H -7.170 5.778 -6.419 0.143
H -6.906 6.957 -8.612 0.103
C 3.270 0.407 -6.554 -0.111
C 3.632 0.961 -5.296 -0.104
C 3.958 -0.083 -4.473 -0.145
N 3.805 -1.244 -5.181 0.010
C 3.388 -0.954 -6.451 -0.142
H 2.959 0.947 -7.433 0.089
H 3.652 2.003 -5.026 0.092
H 4.287 -0.092 -3.449 0.086
H 3.970 -2.166 -4.825 0.120
H 3.211 -1.736 -7.169 0.105

Record 4
122
Properties=species:S:1:pos:R:3:mulliken_spin:R:1 method="wB97M-V/def2-TZVPD" multiplicity=4 e_lumo_ev="2.2 / 2.1" s_squared=3.79 total_charge=-1 gap_ev="5.55 / 6.46"
Re 2.026 0.625 -3.081 2.360
C -0.244 -5.489 -3.524 -0.001
C 0.013 -4.977 -2.130 0.000
C 1.312 -4.697 -1.722 0.003
C 1.582 -4.266 -0.440 0.010
C 2.999 -4.151 0.047 0.000
C 0.493 -3.971 0.418 -0.004
C -0.823 -4.262 0.021 0.002
C -1.991 -4.101 0.961 -0.001
C -1.037 -4.776 -1.257 0.001
C 0.781 -3.379 1.785 -0.006
C 0.893 -4.308 2.803 0.001
C 1.227 -3.856 4.068 0.000
C 1.403 -2.513 4.323 0.002
C 1.251 -1.596 3.297 -0.003
C 0.933 -1.998 1.987 0.018
Ge 0.684 -0.785 0.438 0.019
S 2.267 -1.249 -1.092 0.054
S 0.414 1.343 1.070 -0.046
Ge -0.988 1.212 -0.668 0.072
S -0.192 1.628 -2.777 -0.066
S -1.403 -0.940 -0.277 0.008
C -2.595 2.346 -0.298 0.021
C -2.418 3.717 -0.075 -0.005
C -3.446 4.571 0.261 0.000
C -4.732 4.076 0.367 0.000
C -4.992 2.737 0.112 -0.001
C -3.928 1.876 -0.179 0.000
C -4.307 0.437 -0.360 0.000
C -4.295 -0.121 -1.645 0.003
C -3.821 0.669 -2.852 -0.007
C -4.646 -1.471 -1.812 0.000
C -5.025 -2.225 -0.723 0.001
C -5.347 -3.699 -0.870 0.000
C -5.096 -1.651 0.562 -0.001
C -4.706 -0.339 0.764 0.001
C -4.640 0.298 2.144 0.000
C -1.094 4.374 -0.183 -0.004
C -0.332 4.646 0.967 0.012
C -0.792 4.223 2.358 0.003
C 0.912 5.264 0.837 -0.006
C 1.384 5.636 -0.402 -0.010
C 2.771 6.207 -0.602 0.002
C 0.587 5.434 -1.527 0.016
C -0.641 4.830 -1.450 -0.010
C -1.515 4.679 -2.663 0.009
C 1.483 -0.163 3.676 0.007
C 2.640 0.502 3.235 -0.015
C 3.619 -0.125 2.267 -0.027
C 2.832 1.820 3.639 0.000
C 1.929 2.479 4.452 0.002
C 2.142 3.931 4.793 0.000
C 0.776 1.799 4.894 -0.001
C 0.536 0.501 4.487 0.001
C -0.760 -0.204 4.820 -0.001
H 0.685 -5.566 -4.145 0.000
H -0.964 -4.834 -4.044 0.000
H -0.654 -6.516 -3.485 0.000
H 2.137 -4.846 -2.411 -0.001
H 3.735 -4.282 -0.768 0.002
H 3.211 -4.941 0.824 0.000
H 3.164 -3.186 0.542 0.007
H -1.720 -3.692 1.951 0.000
H -2.474 -5.080 1.139 0.000
H -2.711 -3.436 0.471 0.000
H -2.069 -5.019 -1.558 0.000
H 0.784 -5.353 2.567 0.000
H 1.362 -4.565 4.885 0.000
H 1.701 -2.150 5.314 0.000
H -3.220 5.606 0.486 0.000
H -5.518 4.742 0.655 0.000
H -5.966 2.323 0.167 0.000
H -3.940 1.759 -2.730 -0.001
H -4.418 0.379 -3.755 0.000
H -2.740 0.456 -3.048 0.002
H -4.578 -1.894 -2.807 0.000
H -5.112 -4.092 -1.898 0.000
H -6.403 -3.946 -0.619 0.000
H -4.685 -4.290 -0.212 0.000
H -5.408 -2.246 1.425 0.000
H -4.829 -0.472 2.914 0.000
H -5.375 1.112 2.275 0.000
H -3.623 0.687 2.340 0.000
H -1.685 3.573 2.324 0.000
H -1.069 5.090 3.001 0.000
H 0.032 3.667 2.831 0.000
H 1.532 5.401 1.726 -0.001
H 3.316 6.315 0.362 0.000
H 2.762 7.214 -1.080 0.000
H 3.386 5.551 -1.241 -0.002
H 0.963 5.686 -2.506 0.010
H -0.903 4.830 -3.593 0.000
H -2.286 5.479 -2.665 0.001
H -2.020 3.706 -2.697 -0.005
H 3.628 -1.227 2.322 -0.003
H 4.636 0.254 2.450 -0.001
H 3.376 0.152 1.214 0.028
H 3.700 2.342 3.252 0.000
H 3.103 4.332 4.386 0.000
H 2.222 4.079 5.897 0.000
H 1.332 4.588 4.407 0.000
H 0.008 2.316 5.459 0.000
H -1.514 0.543 5.197 0.000
H -0.606 -0.970 5.620 0.000
H -1.196 -0.663 3.905 0.000
O 0.009 -2.125 -4.426 0.004
H 0.334 -1.284 -4.749 -0.003
H -0.038 -1.998 -3.454 -0.001
H 1.741 1.275 -4.617 -0.066
C 7.180 -1.643 -3.740 0.000
N 5.779 -1.491 -4.086 0.005
C 5.169 -1.981 -5.230 -0.009
C 3.904 -1.460 -5.127 0.005
N 3.733 -0.746 -3.991 -0.021
C 4.868 -0.774 -3.354 0.015
H 7.708 -2.145 -4.559 0.000
H 7.261 -2.243 -2.781 0.001
H 7.641 -0.649 -3.597 0.001
H 5.676 -2.546 -6.003 -0.001
H 3.155 -1.631 -5.875 -0.002
H 5.166 -0.344 -2.436 0.005
Te 3.539 2.310 -2.266 0.624

Record 5
81
Properties=species:S:1:pos:R:3:lowdin_charge:R:1 method="wB97M-V/def2-TZVPD" multiplicity=1 e_lumo_ev=-5.2 total_charge=+1 gap_ev=6.85
F 6.683 -1.451 1.464 0.167
C 5.779 -1.325 2.454 -0.499
F 5.335 -0.064 2.440 0.180
F 6.406 -1.597 3.602 0.186
C 4.617 -2.382 2.212 -0.326
F 4.612 -3.247 3.243 0.167
F 4.919 -3.089 1.115 0.156
C 3.211 -1.749 2.095 -0.348
F 3.179 -0.917 1.043 0.174
F 2.993 -1.044 3.221 0.169
C 2.035 -2.766 1.986 -0.341
F 2.320 -3.804 1.183 0.171
F 1.835 -3.268 3.214 0.170
C 0.695 -2.179 1.456 -0.344
F 0.778 -1.881 0.162 0.183
F -0.210 -3.203 1.563 0.114
C 0.053 -0.995 2.212 -0.450
F 0.722 0.139 1.957 0.158
F 0.083 -1.190 3.547 0.141
C -1.394 -0.794 1.752 -0.030
C -2.412 -1.503 2.653 -0.149
N -3.510 -2.133 1.795 -0.310
Br -3.640 -4.020 1.997 0.895
H -1.491 -1.156 0.726 0.134
H -1.635 0.269 1.747 0.134
H -2.925 -0.809 3.315 0.138
H -1.973 -2.318 3.218 0.096
H -4.432 -1.753 2.015 0.118
H -3.329 -1.995 0.799 0.119
O 2.026 -0.900 -2.895 -0.217
P 3.359 -1.096 -3.473 0.414
O 3.289 -1.569 -4.993 -0.181
C 2.648 -0.733 -5.972 -0.257
C 3.491 0.467 -6.356 -0.074
O 3.936 -2.468 -2.835 -0.196
C 3.338 -3.036 -1.672 -0.287
C 2.466 -4.220 -2.043 -0.055
O 4.658 -0.227 -3.378 -0.177
C 6.007 -0.737 -3.312 -0.235
C 6.443 -1.491 -4.545 -0.066
H 1.672 -0.417 -5.597 0.112
H 2.480 -1.367 -6.840 0.119
H 3.607 1.156 -5.518 0.074
H 3.025 1.007 -7.180 0.081
H 4.491 0.155 -6.660 0.071
H 2.771 -2.281 -1.133 0.073
H 4.153 -3.360 -1.028 0.104
H 1.760 -3.945 -2.827 0.083
H 1.911 -4.586 -1.179 0.062
H 3.079 -5.035 -2.430 0.082
H 6.137 -1.332 -2.410 0.114
H 6.628 0.150 -3.190 0.121
H 5.925 -2.444 -4.638 0.076
H 7.513 -1.691 -4.478 0.086
H 6.250 -0.913 -5.448 0.071
O -3.720 2.071 0.557 -0.232
P -4.367 3.022 1.483 0.437
O -5.960 2.722 1.375 -0.192
C -6.461 1.432 1.700 -0.282
C -6.482 1.161 3.196 -0.077
O -4.290 4.460 0.797 -0.198
C -3.320 4.778 -0.217 -0.258
C -3.962 4.772 -1.586 -0.066
O -4.297 3.473 2.985 -0.194
C -4.687 4.777 3.490 -0.224
C -6.152 5.096 3.326 -0.065
H -5.869 0.671 1.176 0.093
H -7.473 1.391 1.300 0.124
H -5.471 1.118 3.609 0.062
H -6.980 0.212 3.404 0.077
H -7.008 1.954 3.726 0.074
H -2.476 4.090 -0.175 0.108
H -2.943 5.774 0.019 0.121
H -4.495 3.837 -1.761 0.079
H -3.210 4.901 -2.364 0.082
H -4.689 5.580 -1.669 0.081
H -4.056 5.547 3.051 0.118
H -4.437 4.741 4.549 0.122
H -6.417 5.256 2.282 0.078
H -6.374 6.009 3.878 0.090
H -6.777 4.292 3.710 0.070

Record 6
17
Properties=species:S:1:pos:R:3:lowdin_charge:R:1 method="wB97M-V/def2-TZVPD" multiplicity=1 e_lumo_ev=0.9 total_charge=0 gap_ev=10.84
O 2.265 -1.911 1.226 0.025
C 2.557 -0.787 0.864 -0.265
C 1.569 -0.151 -0.054 -0.160
C 0.310 0.501 0.530 -0.179
C -0.751 0.643 -0.547 -0.322
C -1.681 -0.496 -0.860 -0.123
C -2.195 0.726 -0.149 -0.129
H 3.542 -0.370 1.127 0.120
H 2.028 0.503 -0.819 0.129
H 1.222 -1.199 -0.259 0.131
H 0.492 1.481 0.986 0.117
H -0.066 -0.168 1.314 0.122
H -0.455 1.254 -1.401 0.136
H -1.986 -0.652 -1.892 0.098
H -1.577 -1.413 -0.285 0.104
H -2.847 1.405 -0.692 0.096
H -2.426 0.634 0.909 0.101

Record 7
23
Properties=species:S:1:pos:R:3:lowdin_charge:R:1 method="wB97M-V/def2-TZVPD" multiplicity=1 e_lumo_ev="0.4 / 0.2" total_charge=0 gap_ev="6.77 / 6.20"
C 1.442 -0.265 -0.076 -0.330
C -2.278 1.141 -0.677 -0.272
C -1.235 0.978 0.444 -0.258
C -2.067 0.087 -1.729 -0.324
C -1.273 -0.417 0.734 -0.605
C -0.949 -0.985 2.011 -0.145
C 3.835 -0.799 -0.585 -0.008
N 1.265 0.972 -0.060 -0.006
O 2.435 -1.064 -0.236 -0.111
S -1.757 -1.502 -0.579 0.888
H -3.232 1.004 -0.043 0.137
H -2.279 2.087 -1.194 0.099
H -0.160 1.338 -0.056 0.093
H -1.450 1.508 1.410 0.144
H -2.893 -0.264 -2.337 0.054
H -1.146 0.055 -2.352 0.081
H -0.591 -2.055 2.104 0.111
H -1.674 -0.980 2.807 0.082
H -0.182 -0.435 2.392 0.045
H 4.231 -1.727 -0.704 0.051
H 4.181 -0.120 0.273 0.124
H 3.806 -0.356 -1.482 0.037
H 1.972 1.801 -0.066 0.113

| no. | E_tot (a.u.) |
| --- | --- |
| 1 | -1414.81853 |
| 2 | -1679.83441 |
| 3 | -2750.37324 |
| 4 | -8294.81587 |
| 5 | -5995.23564 |
| 6 | -309.78864 |
| 7 | -802.47106 |